# 1
A molecular structure, C26H52O42S9 in a non-equilibrium geometry, computed with ωB97M-V/def2-TZVPD.

Properties
**Spin multiplicity**: 1
**Energy above the lowest of the compared OMol25 structures with the same formula, charge and spin**: 165.0 kcal per mole
**Lowest unoccupied orbital energy**: -0.0023 Eh
**Kohn-Sham gap**: 10.5748 eV
**Highest occupied orbital energy**: -10.639 eV

Structure (XYZ):
```
129
Properties=species:S:1:pos:R:3:forces:R:3:lowdin_charge:R:1
C 24.20740 4.85601 -24.38753 -0.9 -0.4 -0.7 -0.030
C 23.45784 3.75311 -23.58781 1.4 0.4 -1.3 -0.195
O 23.65316 4.07540 -22.23301 -0.5 -0.3 0.7 0.047
C 23.41251 3.06488 -21.41236 0.2 -1.6 0.9 -0.582
O 23.00255 1.93058 -21.64931 0.3 1.8 -0.3 0.095
O 23.80000 3.47928 -20.21615 0.4 0.4 -0.1 0.008
C 23.77054 2.62334 -19.09924 0.5 0.1 1.1 -0.045
H 23.75143 5.84325 -24.31304 -0.1 0.0 0.4 0.075
H 24.17869 4.64669 -25.45686 -0.2 -0.3 -0.1 0.045
H 25.27303 4.93509 -24.17240 -0.1 -0.2 0.5 0.084
H 23.95146 2.79419 -23.74566 -0.1 -0.1 -0.4 0.121
H 22.39583 3.60662 -23.78475 0.1 0.4 -0.3 0.092
H 24.68036 2.78391 -18.52085 0.2 0.4 -0.2 0.089
H 23.81853 1.55389 -19.30438 -0.9 0.2 -0.4 0.098
H 22.98278 3.01286 -18.45441 -0.4 -0.8 -0.1 0.101
C 19.44274 -0.00307 -26.55381 -0.1 -0.1 -0.4 -0.047
C 18.97428 -1.14864 -25.71865 -1.3 0.9 1.7 -0.204
O 19.27182 -2.43361 -26.23551 1.7 0.9 1.8 0.083
C 18.70164 -2.93706 -27.25612 -3.1 -1.3 -3.3 -0.627
O 17.58451 -2.72400 -27.72595 1.4 0.4 0.8 0.103
O 19.51854 -3.85477 -27.76478 1.4 -0.5 0.5 0.005
C 19.35692 -4.51734 -28.99553 -0.8 -0.2 -1.0 -0.054
H 19.01429 0.96275 -26.28602 -0.1 -0.2 0.5 0.073
H 19.02909 -0.20734 -27.54137 0.8 0.2 -0.5 0.078
H 20.51839 0.07195 -26.39428 0.1 0.1 -0.9 0.090
H 17.91354 -1.03310 -25.49601 -0.2 -0.4 -0.2 0.131
H 19.48260 -1.07383 -24.75735 0.0 -0.5 0.0 0.128
H 20.27239 -5.05569 -29.24086 0.2 0.4 0.3 0.094
H 19.10438 -3.83327 -29.80570 0.2 0.3 0.1 0.093
H 18.58222 -5.28242 -29.04639 -0.3 0.1 0.7 0.093
C 19.38724 2.29438 -22.10996 0.1 0.8 0.6 -0.160
C 19.17627 3.48326 -23.04125 0.8 0.3 0.5 -0.159
O 18.67917 4.55733 -22.22573 -0.8 1.3 1.4 -0.220
S 18.31233 4.22591 -20.65787 1.7 -2.1 -0.6 0.790
O 16.94624 4.63668 -20.26873 3.7 -1.3 -1.4 -0.243
O 19.47497 4.50328 -19.80881 -2.5 0.2 -1.4 -0.260
O 18.51184 2.55744 -21.00967 -1.9 0.4 1.1 -0.227
H 20.39442 2.23649 -21.69723 0.2 0.5 -0.2 0.110
H 19.28009 1.33476 -22.61569 -1.0 -0.1 0.3 0.130
H 18.47746 3.43267 -23.87623 0.1 -0.6 0.2 0.121
H 20.17908 3.74858 -23.37602 -0.2 0.4 -0.3 0.093
C 18.17284 3.75070 -27.53685 0.0 -0.9 -0.3 -0.149
C 19.31033 3.83503 -28.62635 -1.5 2.0 1.1 -0.092
O 20.32118 4.60302 -27.89138 0.7 -0.6 1.9 -0.240
S 20.38279 4.18112 -26.23144 -1.5 -0.7 -1.0 0.759
O 20.34504 5.35083 -25.33611 0.2 -2.2 -2.5 -0.247
O 21.34541 3.11716 -25.98133 -1.6 1.9 -0.5 -0.244
O 18.86060 3.46749 -26.33897 2.7 0.2 1.8 -0.255
H 17.48656 2.90951 -27.63438 0.2 -0.2 -0.5 0.122
H 17.53834 4.59097 -27.25495 0.4 0.6 -1.2 0.118
H 19.00494 4.50754 -29.42796 0.0 0.1 0.0 0.120
H 19.65050 2.93127 -29.13191 0.2 -0.2 0.8 0.106
C 26.65192 3.50788 -28.79887 -0.8 0.2 1.3 -0.129
C 26.54904 2.08535 -29.20371 4.0 0.0 -3.0 -0.269
O 25.58479 1.46343 -28.51854 -3.1 -1.3 2.3 -0.166
S 25.26312 2.24105 -27.14784 -1.5 0.7 1.2 0.716
O 25.43814 1.41853 -25.94514 0.3 1.8 -2.8 -0.233
O 23.95201 2.87026 -27.34158 2.4 -0.8 0.3 -0.267
O 26.48346 3.33252 -27.36808 -1.4 -1.0 1.7 -0.201
H 25.77989 4.07867 -29.11802 0.4 0.4 -0.5 0.104
H 27.63194 3.97586 -28.89193 -0.3 0.0 -0.5 0.153
H 27.46874 1.56512 -28.93609 0.5 0.2 -0.2 0.138
H 26.45751 1.97153 -30.28388 -0.5 -0.1 0.0 0.150
C 22.25734 6.99930 -30.13051 -3.8 -1.4 2.1 -0.247
C 22.74814 6.44848 -28.78266 1.9 -0.3 -0.3 -0.124
O 24.20623 6.61171 -28.86996 1.1 1.5 -1.1 -0.224
S 24.73751 6.88042 -30.44690 -0.1 -1.5 0.8 0.778
O 25.05518 5.52394 -30.96055 -0.6 3.4 0.8 -0.274
O 25.68628 7.98727 -30.59081 -2.2 -2.5 0.5 -0.236
O 23.25427 7.37735 -30.94664 3.5 0.2 -1.5 -0.161
H 21.57524 7.83882 -29.99620 0.3 0.3 0.2 0.132
H 21.59119 6.21527 -30.49057 0.3 -0.2 -0.9 0.121
H 22.72144 5.37971 -28.57026 -1.0 0.0 -0.6 0.101
H 22.28173 6.96546 -27.94403 0.6 0.3 0.1 0.120
C 20.01864 4.80908 -35.17228 0.3 -0.7 -1.4 -0.216
C 20.58719 3.45115 -34.75909 0.8 0.5 -2.4 -0.211
O 19.60368 2.76465 -34.09059 -2.7 0.3 2.6 -0.184
S 18.39526 3.77594 -33.54931 -2.5 -0.6 -2.2 0.798
O 18.20517 3.78364 -32.11518 1.2 0.4 -1.6 -0.248
O 17.14142 3.45865 -34.31988 4.1 1.2 1.8 -0.266
O 19.18446 5.16028 -34.13971 -2.2 -0.7 3.6 -0.183
H 19.33437 4.83999 -36.02018 0.7 -0.5 -0.8 0.135
H 20.86748 5.48059 -35.30127 -0.4 0.4 0.2 0.142
H 21.51273 3.63144 -34.21229 -0.1 -0.5 0.4 0.125
H 20.70655 2.83072 -35.64729 0.9 0.2 -0.1 0.144
C 20.67449 0.35329 -30.22997 -0.4 -2.3 1.2 -0.205
C 21.83997 0.31403 -29.22725 -0.6 2.4 -0.7 -0.143
O 22.76827 1.09662 -29.95362 2.5 1.8 -1.9 -0.222
S 22.18500 2.24086 -31.01461 -1.5 -1.2 1.8 0.724
O 22.89218 2.24218 -32.26198 -0.5 -0.5 1.3 -0.215
O 21.90955 3.50999 -30.37527 0.6 -1.5 -0.5 -0.235
O 20.73059 1.43533 -31.09683 1.4 2.1 -0.5 -0.195
H 19.80673 0.40183 -29.57213 -0.6 -0.1 -0.8 0.113
H 20.74215 -0.53357 -30.86005 -0.5 -0.2 0.2 0.137
H 22.24871 -0.65458 -28.93947 0.0 0.1 -0.5 0.148
H 21.62863 0.91600 -28.34346 -0.2 -0.3 0.3 0.108
C 15.09552 4.44288 -30.48526 1.2 -0.9 -1.0 -0.221
C 14.76715 3.53234 -31.67746 -1.0 1.8 1.4 -0.107
O 13.79006 4.41692 -32.34654 -0.4 0.9 -0.9 -0.224
S 13.04597 5.57969 -31.36862 -0.1 -1.9 -0.4 0.746
O 11.61504 5.26653 -31.24882 3.3 0.7 -0.1 -0.251
O 13.45242 6.93835 -31.69796 -0.4 -2.5 0.5 -0.241
O 13.85808 4.95401 -30.10393 -1.8 1.5 1.1 -0.204
H 15.75020 5.25451 -30.80268 0.1 0.1 -0.1 0.117
H 15.60391 3.87222 -29.70809 -0.6 0.2 0.4 0.114
H 14.20361 2.65525 -31.35930 0.1 -0.1 -0.1 0.108
H 15.68948 3.28242 -32.20181 -0.6 0.3 -0.8 0.097
C 13.76870 -1.99530 -28.48540 -0.3 0.3 -2.2 -0.165
C 13.97893 -1.86676 -30.02882 -1.4 0.1 0.2 -0.207
O 14.78693 -0.75144 -30.26488 1.0 2.9 0.9 -0.208
S 14.28026 0.47262 -29.20058 -2.1 -1.8 -0.5 0.792
O 12.92645 0.92170 -29.57323 3.1 -0.9 0.6 -0.245
O 15.30624 1.47566 -28.95032 -1.4 -2.4 -0.2 -0.247
O 14.06361 -0.70574 -27.99197 1.2 2.4 0.2 -0.213
H 14.42556 -2.81132 -28.18416 0.0 0.6 1.0 0.127
H 12.69779 -2.13229 -28.33540 0.2 -0.6 0.4 0.131
H 13.02104 -1.58381 -30.46528 -0.2 -0.8 -0.3 0.118
H 14.43249 -2.75526 -30.46809 0.0 0.3 -0.1 0.138
C 18.96660 7.70916 -27.06819 0.1 0.2 0.1 -0.180
C 18.56615 9.19225 -27.27076 0.6 -1.0 0.7 -0.156
O 17.43191 9.18140 -28.12856 -1.0 -1.1 -0.8 -0.194
S 16.92283 7.64494 -28.51093 0.5 -0.7 -1.5 0.764
O 17.55538 7.24118 -29.80511 -1.4 1.0 3.6 -0.277
O 15.48489 7.43383 -28.35935 3.2 0.8 0.1 -0.222
O 17.75269 6.96955 -27.23417 -1.2 0.4 -1.3 -0.224
H 19.34108 7.49198 -26.06783 -0.2 0.1 -0.1 0.121
H 19.69998 7.35497 -27.79262 0.0 0.1 -0.2 0.106
H 19.40408 9.75572 -27.68122 -0.3 0.0 -0.3 0.132
H 18.30555 9.62162 -26.30337 -0.3 0.1 -0.2 0.131
```
Forces are in eV/Å.

---

# 2
A molecular structure, C26H52O52S13 in a non-equilibrium geometry, computed with ωB97M-V/def2-TZVPD.

Properties
**Spin multiplicity**: 1
**Energy above the lowest of the compared OMol25 structures with the same formula, charge and spin**: 0.0 kcal per mole
**Lowest unoccupied orbital energy**: -0.0050 Eh
**Kohn-Sham gap**: 10.3053 eV
**Highest occupied orbital energy**: -10.443 eV

Structure (XYZ):
```
143
Properties=species:S:1:pos:R:3:forces:R:3:lowdin_charge:R:1
C 2.85987 -2.58953 4.02702 0.4 0.4 0.1 -0.118
C 2.46910 -2.30323 2.57554 -0.6 0.1 0.8 -0.149
O 3.67044 -1.93929 1.88782 0.4 0.0 0.2 -0.192
S 4.94291 -2.04146 2.85395 -0.6 -0.4 0.0 0.584
O 5.24214 -0.77965 3.42833 -0.1 0.2 0.2 -0.225
O 5.94231 -2.78011 2.18708 0.4 -0.2 -0.2 -0.205
O 4.25205 -2.96360 3.94318 0.0 -0.2 0.0 -0.174
H 2.30379 -3.39934 4.48721 0.1 -0.1 -0.1 0.131
H 2.79822 -1.69453 4.64857 -0.1 0.0 0.0 0.117
H 1.78422 -1.46283 2.56791 -0.1 -0.1 -0.2 0.093
H 2.02341 -3.20014 2.15307 0.2 0.1 -0.4 0.127
C -5.21755 -3.79001 0.06003 -0.1 0.0 0.2 -0.133
C -4.83293 -2.47237 -0.60240 0.7 0.1 -0.2 -0.129
O -4.52857 -2.85317 -1.96139 -0.2 0.0 -0.2 -0.199
S -3.77854 -4.24584 -1.96018 -0.4 0.2 0.0 0.570
O -2.40286 -4.05944 -1.68517 0.6 0.1 0.5 -0.217
O -4.15219 -4.97124 -3.10917 -0.3 -0.3 -0.3 -0.199
O -4.51534 -4.82206 -0.66273 0.1 0.0 -0.2 -0.191
H -6.28861 -3.97404 0.00495 0.0 -0.2 -0.1 0.136
H -4.87692 -3.84623 1.09111 -0.2 0.1 0.1 0.112
H -3.92246 -2.05331 -0.16665 -0.1 0.1 0.0 0.110
H -5.61249 -1.72057 -0.65448 -0.1 -0.1 0.1 0.144
C 5.14675 -1.31722 -1.45390 -0.1 -0.1 0.3 -0.121
C 4.27321 -0.99467 -2.63578 -0.1 -0.3 -1.3 -0.156
O 5.05605 -0.03964 -3.38311 0.3 0.5 0.3 -0.200
S 6.01714 0.81107 -2.40584 -1.3 -0.2 -0.2 0.588
O 5.50378 2.12582 -2.29614 0.1 0.2 0.3 -0.218
O 7.36584 0.61419 -2.77331 0.5 -0.3 -0.2 -0.210
O 5.63809 -0.01282 -1.10475 0.3 0.2 0.2 -0.206
H 5.98202 -1.97801 -1.68504 0.0 0.0 -0.1 0.141
H 4.60955 -1.68396 -0.58298 0.0 0.0 0.0 0.128
H 3.28147 -0.62950 -2.36967 0.2 0.5 0.1 0.098
H 4.10376 -1.75042 -3.40247 0.1 -0.5 0.5 0.129
C -3.88689 -0.89288 3.51108 0.3 -0.2 0.0 -0.140
C -3.16468 -1.93818 4.36443 -0.3 0.5 0.6 -0.129
O -4.24087 -2.71496 4.93932 -0.1 -0.5 -0.2 -0.185
S -5.42982 -1.74945 5.30578 0.6 0.6 -0.2 0.569
O -5.13585 -1.07619 6.51698 0.0 0.2 0.4 -0.215
O -6.66697 -2.40288 5.14027 -0.5 -0.4 -0.2 -0.216
O -5.19848 -0.73759 4.08744 -0.2 -0.2 0.1 -0.197
H -4.01449 -1.24748 2.48868 0.0 0.3 -0.1 0.123
H -3.36821 0.05791 3.58165 0.0 0.0 -0.4 0.107
H -2.63629 -1.43038 5.17076 0.2 -0.2 0.0 0.120
H -2.51051 -2.62645 3.84454 0.0 0.1 -0.1 0.107
C 2.34636 1.42855 4.91551 0.6 -0.2 0.0 -0.145
C 1.73121 1.95014 6.21632 0.4 -0.5 0.7 -0.141
O 0.31005 1.84649 6.07863 0.1 0.4 -0.2 -0.169
S -0.06877 0.71837 5.03147 0.3 0.1 -0.6 0.564
O -1.08742 1.16030 4.16867 -0.7 0.6 -0.2 -0.204
O -0.22842 -0.51784 5.69081 0.2 -0.8 0.6 -0.204
O 1.30141 0.74013 4.22085 -0.1 0.3 0.0 -0.195
H 3.13789 0.69508 5.06803 0.1 0.1 0.3 0.126
H 2.78517 2.22282 4.31444 -0.4 0.0 -0.3 0.114
H 2.00167 2.97391 6.45586 -0.2 0.1 -0.3 0.131
H 2.04574 1.34287 7.06742 -0.1 -0.1 0.0 0.131
C -0.56243 6.08806 -0.64201 0.5 -0.4 0.1 -0.149
C -1.12401 6.69277 -1.93738 0.0 0.3 -0.2 -0.137
O -1.24704 5.61143 -2.87050 -0.3 -0.5 -0.5 -0.176
S -0.41171 4.35750 -2.38006 0.6 1.3 1.3 0.575
O 0.97234 4.59702 -2.59913 0.2 -0.1 -0.6 -0.212
O -1.01303 3.13820 -2.73108 -0.4 -0.3 -0.2 -0.185
O -0.64684 4.67289 -0.83329 -0.5 -0.6 0.2 -0.205
H -1.12256 6.32886 0.25621 -0.1 0.0 -0.1 0.133
H 0.49355 6.31970 -0.49366 -0.1 0.3 -0.1 0.126
H -0.45044 7.43041 -2.37144 0.0 0.0 0.1 0.130
H -2.11722 7.11874 -1.82138 0.0 -0.1 0.0 0.132
C -0.97534 -4.28312 1.45022 0.5 -1.1 -0.2 -0.134
C -2.12198 -5.18138 1.87510 -0.7 -0.2 -0.4 -0.146
O -1.69116 -5.76786 3.10744 0.0 -0.2 0.2 -0.174
S -0.47488 -4.98531 3.77215 -0.4 -0.4 -0.6 0.571
O 0.70764 -5.75773 3.63297 0.2 -0.1 0.1 -0.215
O -0.87356 -4.50558 5.04020 0.1 0.4 0.1 -0.197
O -0.44550 -3.81604 2.70365 -0.1 0.7 0.2 -0.234
H -1.19232 -3.48320 0.75101 -0.2 0.3 0.4 0.106
H -0.21245 -4.92683 1.00037 0.0 0.1 -0.1 0.141
H -2.32045 -5.98534 1.16837 0.3 0.0 -0.1 0.138
H -3.08793 -4.69925 2.04032 0.2 0.4 0.2 0.115
C 1.16243 0.28422 -0.49673 0.2 0.4 0.0 -0.135
C 0.57942 1.46377 0.24281 0.1 0.9 0.9 -0.109
O -0.49734 0.96179 1.05676 -0.4 -1.1 -0.3 -0.189
S -0.53499 -0.63885 1.05743 0.0 2.5 -0.5 0.582
O -1.55026 -1.10950 0.17604 0.0 -0.3 -0.2 -0.217
O -0.54909 -1.06544 2.40126 0.2 -0.7 0.5 -0.211
O 0.90256 -0.79230 0.41197 -0.2 -1.2 0.0 -0.183
H 2.24533 0.34364 -0.56499 0.0 0.1 -0.1 0.129
H 0.72299 0.15262 -1.48517 -0.1 -0.4 0.1 0.110
H 0.17777 2.26850 -0.36221 0.0 -0.1 -0.3 0.113
H 1.27995 1.86480 0.97665 0.2 0.1 -0.3 0.125
C 1.55484 -2.68104 -6.12537 -0.9 -0.8 0.0 -0.163
C 1.85845 -4.03002 -5.47256 0.9 1.3 -0.9 -0.165
O 1.20621 -3.96177 -4.22396 -0.1 -0.3 0.6 -0.167
S 0.81611 -2.45416 -3.81599 -0.7 -1.2 -0.6 0.614
O 1.35911 -2.12768 -2.55105 0.5 0.3 -0.2 -0.195
O -0.58680 -2.37789 -4.01222 -0.2 0.6 -0.1 -0.197
O 1.60762 -1.76469 -5.02699 0.2 0.3 0.6 -0.207
H 0.52296 -2.68631 -6.48960 0.1 0.1 -0.2 0.134
H 2.23504 -2.44776 -6.93747 0.2 0.4 0.3 0.135
H 2.93535 -4.06175 -5.29195 0.0 -0.4 0.0 0.134
H 1.53305 -4.80288 -6.16330 -0.2 -0.5 0.6 0.140
C 1.52388 2.05014 -7.04408 0.4 0.4 0.0 -0.147
C 2.65069 1.02585 -6.94029 0.3 0.3 -0.4 -0.155
O 2.84629 0.76744 -5.55976 -0.1 -0.5 0.7 -0.199
S 1.99605 1.72830 -4.59815 -1.1 -0.6 -2.0 0.583
O 2.82046 2.37922 -3.68562 1.0 0.6 0.8 -0.172
O 0.83182 1.04336 -4.14882 0.0 -0.4 0.1 -0.228
O 1.57301 2.70917 -5.78419 -0.1 0.7 0.6 -0.177
H 0.51449 1.69183 -7.23996 0.1 -0.3 0.1 0.134
H 1.80796 2.79042 -7.78924 -0.3 0.1 0.0 0.134
H 3.58338 1.46946 -7.29230 0.0 0.0 -0.1 0.135
H 2.45957 0.12608 -7.52312 -0.1 -0.2 0.4 0.124
C -2.31818 0.34474 -4.23967 0.9 0.3 0.2 -0.162
C -2.63499 -0.27449 -2.89048 -0.1 0.3 -0.1 -0.140
O -3.62146 0.60481 -2.31185 0.0 0.2 0.1 -0.189
S -4.37053 1.49607 -3.39835 0.6 0.0 0.4 0.570
O -4.14042 2.86286 -3.12434 0.1 0.4 0.1 -0.220
O -5.70530 1.05265 -3.54097 -0.5 -0.4 -0.3 -0.224
O -3.49491 1.04907 -4.64800 -0.5 -0.5 -0.3 -0.173
H -1.99437 -0.40636 -4.95604 -0.5 0.0 -0.2 0.122
H -1.51210 1.07428 -4.16495 -0.1 0.0 0.2 0.090
H -1.74977 -0.25425 -2.26171 -0.1 -0.2 0.2 0.115
H -3.08399 -1.26196 -2.94267 0.2 -0.1 -0.1 0.111
C 5.44551 4.19659 1.35232 -0.9 0.4 0.1 -0.130
C 5.89936 3.78978 2.75801 0.7 -0.1 0.2 -0.156
O 5.10690 2.65207 3.10506 -0.4 -0.2 0.1 -0.195
S 4.84009 1.81313 1.76819 0.8 0.0 0.0 0.569
O 3.61833 1.10792 1.86071 -0.6 0.4 0.1 -0.208
O 6.01869 1.11573 1.42750 0.5 0.1 -0.2 -0.195
O 4.67864 3.09155 0.84797 -0.2 -0.3 -0.2 -0.184
H 6.24211 4.44898 0.65985 0.1 -0.2 0.1 0.136
H 4.72315 5.01088 1.40174 0.2 0.1 -0.1 0.129
H 5.73375 4.52502 3.54010 -0.2 0.2 -0.2 0.131
H 6.96009 3.53187 2.77335 -0.1 -0.2 0.0 0.131
C -5.84453 3.82907 2.34573 0.0 -0.1 0.1 -0.154
C -6.44740 2.48366 2.00082 -0.1 -0.3 0.2 -0.152
O -5.54490 1.87340 1.06663 0.1 0.1 -0.1 -0.183
S -4.10336 2.55982 1.17005 -0.1 0.6 -0.8 0.588
O -3.89555 3.37053 0.02328 -0.1 0.0 -0.1 -0.208
O -3.13283 1.60152 1.52576 0.0 -0.3 0.5 -0.204
O -4.43871 3.52218 2.40027 0.1 -0.4 0.4 -0.184
H -6.21556 4.11283 3.32737 0.4 0.3 0.1 0.136
H -5.95841 4.63547 1.62319 -0.4 -0.1 -0.1 0.132
H -7.45225 2.51439 1.58884 0.1 0.1 -0.2 0.138
H -6.43761 1.85854 2.89680 -0.1 0.0 0.0 0.130
```
Forces are in eV/Å.